66
Properties=species:S:1:pos:R:3:forces:R:3 method="wB97M-V/def2-TZVPD" gap_ev=6.4 largest_force_ev_per_a=4.956 homo_energy_ev=-11.182 total_charge=+1 de_lowest_ev=3.485
C -2.1034 -4.5333 -4.0832 -0.083 0.665 -0.132
C -0.5185 -4.4527 -4.0263 -0.365 -0.217 0.516
C 0.0094 -3.2778 -3.0730 0.495 -2.181 0.175
O 0.6241 -2.1942 -3.7958 -1.639 0.652 0.340
C -0.3263 -1.3747 -4.4376 0.449 -0.342 -1.399
N -0.7633 -0.2114 -3.5833 -0.902 -0.088 0.264
C -0.3455 -0.0087 -2.3313 0.371 1.157 4.805
N 0.6899 0.9561 -1.9073 -0.856 0.460 0.035
C 1.2663 0.5861 -0.5629 -1.719 -2.047 1.342
C 0.4913 -0.8056 -0.3759 1.923 -0.160 -0.165
N -0.7770 -0.5735 -1.1095 1.332 -0.701 -3.589
H -2.5156 -5.5587 -3.9011 0.543 0.897 -0.254
H -2.4883 -4.1673 -5.0728 0.268 -0.431 0.865
H -2.5611 -3.8527 -3.2991 0.489 -0.800 -0.789
H -0.1543 -5.4473 -3.6235 -0.197 1.233 -0.373
H -0.0412 -4.3510 -5.0472 -0.601 0.019 1.146
H -0.7934 -2.9473 -2.3468 0.714 -0.172 -0.965
H 0.8319 -3.7514 -2.4562 -0.753 0.898 -0.626
H -1.2300 -1.9245 -4.8267 0.841 0.339 0.685
H 0.1922 -0.9143 -5.3321 -0.528 -0.425 1.090
H -1.3733 0.4730 -4.0355 0.817 0.058 0.102
H 0.1529 1.7953 -1.6281 0.463 0.133 -1.308
H 2.3699 0.4037 -0.5466 -1.097 0.368 -0.388
H 0.9570 1.2225 0.3276 0.461 -0.129 -1.497
H 1.0723 -1.4768 -1.0799 -0.544 0.031 1.483
H 0.3991 -1.2240 0.6603 -0.131 0.612 -1.128
H -1.4620 -1.3323 -1.1391 0.294 0.183 -0.098
C -1.1908 4.1309 3.0056 -0.438 -0.085 -0.064
C -0.0274 4.3587 3.9455 0.320 0.185 -0.007
C 0.6994 3.0284 3.8767 0.056 -0.232 0.247
O 0.4696 2.4964 2.5610 -0.168 0.090 -0.148
C -0.5622 3.2691 1.9279 0.240 -0.025 -0.139
H -1.6245 5.0504 2.6155 0.046 -0.043 0.080
H -1.9788 3.5713 3.5191 0.009 0.033 -0.058
H 0.6128 5.1552 3.5556 -0.044 -0.011 0.080
H -0.3276 4.6278 4.9573 0.015 -0.013 -0.077
H 0.2937 2.3158 4.6023 0.042 0.038 0.041
H 1.7728 3.1269 4.0490 -0.029 -0.094 -0.105
H -0.0908 3.8850 1.1524 -0.083 0.060 -0.037
H -1.2829 2.5985 1.4512 0.053 -0.081 0.022
C -1.2952 8.7423 5.7828 0.209 -0.053 0.327
C -0.9345 9.3365 4.4365 -0.152 0.283 -0.211
C -0.6273 8.0966 3.6177 0.173 -0.217 -0.078
O -1.4478 7.0412 4.1389 0.029 0.355 0.127
C -2.0223 7.4727 5.3814 -0.294 -0.104 -0.090
H -1.9014 9.4004 6.4056 0.013 -0.053 -0.036
H -0.3838 8.4929 6.3347 -0.068 0.020 0.010
H -1.8005 9.8567 4.0165 0.072 -0.005 -0.004
H -0.1011 10.0384 4.4746 -0.029 -0.055 -0.015
H 0.4202 7.7952 3.7302 0.040 0.079 -0.045
H -0.8379 8.2330 2.5549 -0.028 -0.100 0.033
H -3.0873 7.6623 5.2111 -0.003 0.000 0.100
H -1.9249 6.6794 6.1256 0.007 -0.051 -0.103
C 2.5886 -7.8520 -1.5082 -0.094 0.239 0.335
C 2.3016 -9.2543 -2.0017 0.234 -0.297 -0.109
C 1.2265 -9.0078 -3.0423 -0.332 -0.014 -0.094
O 1.4727 -7.7054 -3.5958 0.131 0.044 0.334
C 2.4445 -7.0351 -2.7791 0.116 -0.056 -0.341
H 3.5679 -7.7425 -1.0413 -0.043 0.013 -0.041
H 1.8273 -7.5509 -0.7816 0.060 0.002 -0.009
H 3.1944 -9.6698 -2.4780 -0.060 -0.015 0.037
H 1.9841 -9.9405 -1.2163 -0.007 0.037 -0.054
H 0.2293 -8.9973 -2.5893 0.007 -0.096 0.012
H 1.2378 -9.7518 -3.8406 -0.027 0.125 -0.040
H 3.3855 -7.0014 -3.3381 0.024 0.093 0.076
H 2.1175 -6.0103 -2.5846 -0.045 -0.004 -0.093

=====

73
Properties=species:S:1:pos:R:3:forces:R:3 method="wB97M-V/def2-TZVPD" gap_ev=9.3 largest_force_ev_per_a=11.128 homo_energy_ev=-12.308 total_charge=+1 de_lowest_ev=2.748
C -3.2275 -1.3306 3.0645 0.475 -3.959 -0.122
C -1.9669 -1.8169 2.4009 7.395 -2.182 3.471
O -0.9344 -2.3688 3.0648 -6.918 3.434 -4.494
N -1.7214 -1.5911 0.8912 3.790 -3.439 2.713
H -2.5540 -1.3897 0.5239 -4.262 0.863 -2.763
H -1.1232 -0.8353 0.6765 0.842 2.693 0.535
C -0.8781 -2.6715 0.2618 -0.410 -4.787 -2.869
H -3.9883 -2.1794 2.9455 0.784 1.213 0.078
H -3.6159 -0.4312 2.7704 -0.811 2.192 -1.394
H -2.9930 -1.2744 4.1020 0.200 -0.120 0.814
H -0.8596 -2.8266 -0.9943 -0.411 1.692 3.570
H -1.3380 -3.7119 0.4987 0.662 1.863 0.085
H 0.1916 -2.7522 0.5903 -1.294 0.912 0.064
C 5.6898 -2.4318 -0.5288 -0.817 -9.910 1.838
C 5.5721 -2.5364 1.0960 1.299 3.860 -4.002
C 4.2164 -1.9501 1.2140 -0.054 0.040 2.264
S 3.1575 -2.5343 -0.0286 -0.040 3.271 -0.821
O 2.3563 -1.4112 -0.4670 -0.684 -0.057 0.023
O 2.5524 -3.6914 0.4970 -1.327 -2.339 0.074
C 4.3853 -2.8448 -1.2663 0.662 -2.101 4.827
H 6.4336 -3.2220 -0.9066 -0.689 1.102 0.713
H 6.0888 -1.6281 -0.7843 2.836 7.502 -2.319
H 6.3013 -1.7788 1.5228 -0.621 -1.206 -0.419
H 5.7765 -3.4815 1.4468 -0.029 -2.093 0.875
H 4.2449 -0.8723 0.9971 0.022 -0.220 0.780
H 3.8759 -2.3099 2.2009 -0.857 1.044 -0.384
H 4.2401 -2.5765 -2.2258 -0.738 1.639 -2.919
H 4.2088 -3.9192 -1.2038 1.038 -0.487 -0.522
C 1.9486 2.8764 2.6437 2.106 6.569 4.374
C 2.7784 1.9655 1.9200 7.826 1.769 5.601
C 2.2897 1.8518 0.7149 -1.686 -2.700 -10.663
S 0.4566 1.7970 0.9303 -0.329 4.241 -2.164
O 0.0997 0.4378 1.0478 -1.189 -2.711 -0.450
O -0.2899 2.8106 0.1013 1.978 -2.827 1.515
C 0.5797 2.4011 2.5642 -2.064 2.184 1.128
H 2.0082 4.1110 2.7395 0.038 -2.649 -2.331
H 2.4437 2.9468 3.6062 -0.909 -1.095 1.300
H 2.7500 1.0775 2.4255 -0.499 -2.731 1.590
H 4.0054 2.0683 1.9947 -2.943 0.603 -0.455
H 2.8367 1.0012 0.1306 -1.997 0.926 0.629
H 2.4429 2.7011 0.0950 0.085 1.090 -0.539
H 0.5727 1.5023 3.1606 -1.138 -0.095 0.613
H -0.1225 3.3315 2.7554 0.818 -2.649 -0.170
C 1.0548 -1.2926 -3.4150 4.516 -1.485 -0.699
C 0.3539 -1.9147 -4.5419 -1.294 -1.270 -5.176
C -1.0449 -1.6552 -4.3101 -6.140 -1.030 2.403
S -1.2131 -0.1900 -3.3571 -2.697 1.534 2.812
O -1.9903 -0.3895 -2.0965 1.732 -0.600 -1.817
O -1.7008 0.8564 -4.1994 -0.155 0.546 -0.736
C 0.4825 0.0989 -3.0579 0.161 -3.321 1.060
H 2.2257 -1.4499 -3.7842 -2.687 1.035 1.861
H 0.7825 -2.1085 -2.7331 0.841 0.983 1.416
H 0.3140 -3.0549 -4.7604 1.349 1.723 0.852
H 0.5031 -1.4615 -5.5525 0.749 -0.180 0.656
H -1.5468 -2.4104 -3.5090 1.086 1.226 -2.016
H -1.8549 -1.4318 -5.0966 1.617 -0.890 0.651
H 0.6984 0.4964 -2.1056 -0.134 -0.677 1.934
H 0.7036 0.9601 -3.5366 1.121 2.120 -3.095
C -4.6266 3.9935 1.2070 1.605 -5.039 2.084
C -5.6636 3.3429 0.3159 -3.295 3.241 0.612
C -5.2897 1.9776 0.1459 1.967 -0.473 -2.232
S -3.5356 1.9967 -0.1903 1.272 -1.803 3.699
O -3.3590 2.1381 -1.5576 0.508 0.111 -3.554
O -2.8171 0.9248 0.5682 -1.525 1.362 -0.943
C -3.2358 3.5429 0.5721 -0.169 0.345 5.421
H -4.5546 3.4647 2.2876 -0.738 1.348 -2.192
H -4.7302 4.9937 1.3198 -0.206 3.062 0.333
H -5.5849 4.0083 -0.5855 -0.820 -1.049 0.263
H -6.8015 3.2190 0.7412 2.642 1.307 -0.985
H -5.8187 1.4759 -0.6064 -0.409 -0.842 -1.334
H -5.4671 1.5315 1.0253 -0.344 -2.100 3.308
H -2.6789 4.2817 0.1409 0.707 1.694 -2.883
H -2.4949 3.5438 1.4827 -1.399 -1.219 -1.379

=====

76
Properties=species:S:1:pos:R:3:forces:R:3 method="wB97M-V/def2-TZVPD" gap_ev=9.1 largest_force_ev_per_a=3.114 homo_energy_ev=-9.204 de_lowest_ev=1.169
C -5.2727 -0.2008 3.7965 0.115 0.917 -0.006
N -4.7599 0.9744 3.0534 0.880 -0.025 0.376
C -5.4450 1.2955 1.8343 -0.120 0.375 -1.250
C -3.4681 1.4494 3.2168 0.525 0.682 -1.947
O -2.8227 2.0887 2.3499 -1.712 -1.360 2.072
H -5.1516 -1.1217 3.2260 0.290 -0.033 0.004
H -6.3405 -0.0996 3.9907 -0.036 0.268 -0.121
H -4.7974 -0.2612 4.7755 0.225 -0.117 -0.176
H -4.9792 2.1073 1.2758 0.305 0.195 0.601
H -5.4071 0.4990 1.0911 -0.203 -0.534 0.195
H -6.4804 1.6002 1.9870 -0.055 -0.267 0.301
H -3.0242 1.2299 4.2001 -0.149 -0.155 -0.094
C 0.6095 5.7780 -0.4390 1.772 1.038 0.573
N 1.3680 6.9227 0.1592 -0.758 -1.591 -0.760
C 1.0610 7.0429 1.6081 0.914 1.342 -0.470
C 1.8350 7.9252 -0.6703 -0.312 -0.409 3.071
O 2.2668 8.9383 -0.1558 0.170 0.364 -1.191
H -0.4441 6.0381 -0.3376 -0.115 -0.835 -0.204
H 0.9967 4.9134 0.1001 -0.930 -0.262 0.193
H 0.9616 5.5896 -1.4532 -0.454 0.405 -0.224
H 1.8336 7.5769 2.1613 0.248 0.236 -0.463
H 0.1681 7.6560 1.7301 -0.303 -0.303 0.149
H 1.0071 6.0962 2.1457 -0.370 -0.234 -0.687
H 1.7719 7.6622 -1.7376 0.154 0.214 0.024
C 7.2100 -1.7101 -2.0176 0.413 0.251 1.376
N 6.4379 -2.1637 -0.8585 -0.860 -0.212 -0.351
C 5.4713 -3.2482 -1.2008 1.201 0.376 1.222
C 6.6426 -1.7605 0.4434 -1.778 -1.368 -0.079
O 6.0002 -2.2441 1.3893 1.254 0.956 -1.292
H 6.5969 -1.5738 -2.9085 -0.132 0.125 0.239
H 8.0102 -2.4138 -2.2467 0.028 -0.116 -0.134
H 7.6698 -0.7745 -1.6993 0.110 0.151 -0.465
H 4.9762 -3.0163 -2.1437 0.027 -0.074 0.159
H 6.0774 -4.1527 -1.2510 -0.243 -0.293 -0.486
H 4.7806 -3.4152 -0.3742 -0.080 0.344 -0.164
H 7.3827 -0.9525 0.5517 0.013 -0.109 -0.011
Br 1.3636 0.3672 -0.9959 -0.325 -0.056 -0.154
C 0.1231 -1.1407 -1.2757 -0.471 0.533 -0.572
C -1.1996 -0.8148 -0.5592 0.226 -0.374 0.715
Br -2.5785 -2.2847 -0.7545 1.065 0.873 0.171
H 0.7648 -1.9726 -0.9854 -0.863 -0.160 0.534
H -0.0627 -1.2450 -2.3447 0.184 0.235 0.023
H -1.7175 0.0988 -0.8512 0.297 -0.254 -0.836
H -1.0134 -0.5967 0.4924 -0.128 -0.774 0.198
Br -2.7106 -6.5284 -3.8431 -0.472 0.440 -1.597
C -3.2376 -6.0385 -5.7643 0.393 -0.025 -0.152
C -3.4684 -4.5087 -5.8961 0.280 -0.580 0.310
Br -4.8318 -3.9860 -7.3215 1.186 -0.530 1.421
H -4.0309 -6.7096 -6.0934 -0.488 0.465 0.674
H -2.4194 -6.3751 -6.4010 0.337 0.271 0.366
H -2.5284 -4.0037 -6.1185 -0.149 -0.167 -0.672
H -3.6630 -4.1150 -4.8985 -1.099 0.140 -0.326
Br -9.5476 -6.3758 -2.7598 0.804 0.424 0.178
C -7.9453 -5.2923 -2.2178 -0.437 -0.829 -0.397
C -8.3529 -4.2444 -1.2116 0.127 -0.738 0.306
Br -8.7852 -5.2602 0.4442 -0.051 0.658 -0.264
H -7.5260 -4.9799 -3.1742 -0.198 0.536 0.216
H -7.2289 -5.9770 -1.7639 -0.229 -0.091 -0.085
H -9.2255 -3.6656 -1.5142 0.186 -0.059 0.193
H -7.4996 -3.6298 -0.9245 -0.179 0.103 -0.157
Br 0.0782 -2.3058 4.1440 1.339 0.662 -0.140
C 1.9686 -1.5614 3.8991 -0.419 -0.814 -0.467
C 2.1056 -0.1525 4.2990 -0.837 1.458 1.015
Br 2.1826 -0.0977 6.2644 -0.113 0.340 -0.174
H 2.1596 -1.6305 2.8281 0.030 -0.469 0.138
H 2.6122 -2.1718 4.5325 -0.164 -0.294 -0.532
H 1.2592 0.4512 3.9717 -0.153 -0.097 0.256
H 2.9726 0.4222 3.9733 0.330 -0.759 -0.160
Br 5.9538 4.3818 -1.3023 -0.065 0.082 -0.709
C 6.7350 4.2299 0.4531 0.245 -0.350 -0.282
C 5.5964 3.8603 1.3425 -0.173 -0.055 1.276
Br 6.2842 3.3976 3.1408 -0.026 0.116 -0.209
H 7.2486 5.1765 0.6208 -0.244 -0.222 0.406
H 7.4421 3.4008 0.4243 0.076 0.251 -0.102
H 5.1019 2.9434 1.0216 0.047 0.288 -0.125
H 4.8785 4.6594 1.5275 0.099 -0.119 -0.264